A cluster of 2 separate species, C12H27FN2O7S in total in a non-equilibrium geometry, computed with ωB97M-V with the def2-TZVPD basis set.

* strongest force on any atom: 6.29 eV Å⁻¹
* HOMO level: -10.098 eV
* SMILES string: COCCCCCCCN(OC[C@@H](C)O)S(=O)(=O)F.C[N+](=O)[O-]
* multiplicity: 1

XYZ file:
```
50
Properties=species:S:1:pos:R:3:forces:R:3
C 6.307000 -0.432875 1.749906 -0.19 -0.21 1.24
O 5.461127 -0.982981 0.755623 0.94 0.45 -0.13
C 5.967922 -0.765127 -0.546529 -0.83 -0.30 -1.82
C 4.737926 -0.929167 -1.525745 0.69 0.60 1.62
C 3.822347 0.320966 -1.291065 -0.38 -0.34 -0.68
C 2.311417 0.075561 -1.597954 0.06 0.85 -1.17
C 1.575866 1.467781 -1.828365 0.63 -0.41 0.96
C 0.560094 1.817857 -0.691286 -0.23 0.23 -0.54
C -0.936441 1.559236 -1.061360 -0.21 0.93 0.35
N -1.639859 0.781301 0.017394 0.71 2.13 -0.07
O -1.691000 -0.512041 -0.439909 -0.48 -0.91 0.79
C -1.444362 -1.445866 0.641086 0.33 -1.10 0.06
C -1.696140 -2.860791 0.005051 -0.28 1.59 -0.61
C -3.177408 -2.961759 -0.469484 -0.32 -0.36 0.49
O -0.825746 -2.903899 -1.144992 -0.12 -0.31 0.44
S -3.278731 1.327123 0.164320 -5.01 -3.47 -1.57
O -3.949282 1.338999 -1.147966 1.89 1.24 2.19
O -3.987855 0.406740 1.083399 2.51 2.32 -0.92
F -3.348042 2.826811 0.795786 1.03 -1.84 -0.72
H 5.968581 -0.864208 2.720550 0.22 0.28 -0.65
H 7.375294 -0.720804 1.635143 -0.57 0.25 -0.19
H 6.199093 0.674712 1.849955 0.19 -0.64 -0.39
H 6.757855 -1.492823 -0.846607 -0.31 0.30 0.57
H 6.375041 0.257519 -0.714649 -0.13 -0.41 0.50
H 4.252126 -1.879285 -1.207282 0.13 0.60 -0.50
H 5.113026 -0.984534 -2.569333 -0.45 -0.07 0.59
H 3.938197 0.749666 -0.272164 0.01 -0.49 -0.48
H 4.174027 1.109561 -1.997768 -0.23 -0.44 0.45
H 1.785641 -0.535899 -0.836805 0.42 0.29 -0.37
H 2.253646 -0.450745 -2.578756 0.04 -0.03 0.78
H 1.138129 1.506992 -2.849028 0.03 0.05 0.75
H 2.377841 2.241161 -1.784429 -0.62 -0.42 -0.22
H 0.671161 2.904801 -0.477290 -0.18 -0.74 0.09
H 0.790623 1.261630 0.244498 -0.02 0.36 -0.65
H -1.484899 2.528798 -1.129957 0.51 -0.55 -0.08
H -1.088816 1.045430 -2.032169 0.13 0.13 0.66
H -0.377466 -1.378062 0.947089 -0.59 0.12 -0.21
H -2.093068 -1.244657 1.514636 0.15 -0.05 -0.59
H -1.402054 -3.639199 0.734258 -0.35 0.35 -0.31
H -3.739012 -3.531683 0.305165 0.16 0.34 -0.62
H -3.675587 -1.975364 -0.581474 0.53 -0.51 0.17
H -3.284514 -3.468301 -1.452363 0.34 0.13 0.75
H -0.234785 -3.649594 -1.030046 0.12 -0.06 -0.13
C -6.385400 1.789320 2.123910 0.09 0.07 -0.03
N -6.983456 2.074253 3.453991 0.07 -0.02 -0.15
O -6.261957 1.989160 4.423472 0.05 0.01 0.19
O -8.157459 2.373459 3.477325 -0.17 0.04 0.05
H -5.343706 1.536443 2.250527 -0.12 0.00 0.19
H -6.931848 0.956009 1.690078 -0.05 0.11 -0.03
H -6.495085 2.688376 1.521614 -0.15 -0.08 -0.02
```
Positions in Å, forces in eV/Å.

Here are the natural (NBO) charges for atoms 1 to 8, given in e: number 1, C, carries -0.26; number 2, O, carries -0.55; number 3, C, carries -0.06; number 4, C, carries -0.41; number 5, C, carries -0.40; number 6, C, carries -0.40; number 7, C, carries -0.40; number 8, C, carries -0.42